No. 1
DFT (ωB97M-V/def2-TZVPD) results for an isolated ion of composition C6H5ClIN2O and charge +1 in a non-equilibrium geometry.

Computed properties:
Total charge: +1
2S+1: 3
Strongest force on any atom, eV Å⁻¹: 10.71
E_LUMO (spin up / spin down), eV: -3.5 / -7.5
HOMO (spin up / spin down), eV: -10.3742 / -13.1698

Element x y z (Å)
C (-1.481, 1.619, 0.749)
C (-1.874, 0.354, 0.474)
C (0.228, 0.577, -0.333)
C (1.118, -0.561, -0.742)
C (2.288, -0.554, 0.131)
C (-0.145, -1.501, -0.338)
N (-0.774, -0.238, -0.072)
N (-0.179, 1.734, 0.247)
O (2.030, -0.207, 1.219)
Cl (3.746, -0.677, -0.571)
I (-3.700, -0.475, 0.058)
H (-2.180, 2.325, 1.114)
H (1.296, -0.747, -1.848)
H (-0.471, -2.172, -1.115)
H (-0.093, -2.124, 0.585)
H (0.193, 2.647, 0.443)

Atoms 1-2, force components in eV/Å:
C 0.107 -1.932 -1.142
C -0.310 -0.605 -0.314



No. 2
DFT (ωB97M-V/def2-TZVPD) results for C6H5CoNO6 as an isolated structure in a non-equilibrium geometry.

Computed properties:
Total charge: +3
2S+1: 5
Strongest force on any atom, eV Å⁻¹: 10.28
E_LUMO (spin up / spin down), eV: -12.7 / -16.9
HOMO (spin up / spin down), eV: -23.5721 / -24.5553
Relative energy (zero: lowest compared OMol25 entry of this formula, charge and spin), kcal per mole: 2.3

Element x y z (Å)
Co (0.012, 0.313, -0.404)
O (0.026, 2.985, -1.545)
C (0.014, 1.932, -1.086)
C (1.342, -0.667, 0.279)
O (2.246, -1.282, 0.662)
C (-1.344, -0.609, 0.321)
O (-2.260, -1.208, 0.668)
C (-0.015, -0.679, -1.866)
O (-0.010, -1.406, -2.759)
N (1.106, 1.971, 4.212)
C (-0.122, 1.131, 4.201)
C (0.022, 0.462, 2.827)
O (-0.136, -0.770, 2.747)
O (0.367, 1.296, 1.908)
H (1.928, 1.348, 4.181)
H (1.234, 2.613, 4.967)
H (1.030, 2.429, 3.284)
H (-0.129, 0.458, 5.058)
H (-1.001, 1.790, 4.250)

Atoms 1-2, force components in eV/Å:
Co 0.048 0.896 1.731
O -0.066 -4.390 1.726



No. 3
DFT (ωB97M-V/def2-TZVPD) results for the molecule C6H5F in a non-equilibrium geometry.

Computed properties:
Strongest force on any atom, eV Å⁻¹: 5.62
E_LUMO, eV: -0.6
HOMO, eV: -8.3543
Relative energy (zero: lowest compared OMol25 entry of this formula, charge and spin), kcal per mole: 132.0

Element x y z (Å)
C (0.199, 1.328, 0.007)
C (-1.084, 0.621, -0.148)
C (1.463, 0.854, 0.125)
C (2.062, -0.244, -0.575)
C (-1.331, -0.570, 0.110)
C (-1.523, -1.853, 0.182)
F (3.017, -0.905, 0.013)
H (0.026, 2.412, 0.057)
H (-1.913, 1.297, -0.432)
H (2.170, 1.691, 0.288)
H (-1.211, -2.328, -0.653)
H (-1.876, -2.302, 1.026)

Atoms 1-2, force components in eV/Å:
C -0.537 0.220 0.332
C 0.912 5.472 -0.896



No. 4
DFT (ωB97M-V/def2-TZVPD) results for C6H5GdNO6 as an isolated structure in a non-equilibrium geometry.

Computed properties:
Total charge: +3
2S+1: 8
Strongest force on any atom, eV Å⁻¹: 12.44
E_LUMO (spin up / spin down), eV: -14.4 / -16.5
HOMO (spin up / spin down), eV: -23.1404 / -22.9423
Relative energy (zero: lowest compared OMol25 entry of this formula, charge and spin), kcal per mole: 87.1

Element x y z (Å)
O (0.712, 3.144, -0.410)
C (0.499, 2.011, -0.284)
Gd (-0.438, 0.074, 0.032)
O (2.113, -0.161, 2.386)
C (1.361, -0.111, 1.517)
C (0.607, -0.384, -1.912)
O (0.934, -0.597, -2.996)
C (-0.431, -2.038, 0.263)
O (-0.694, -3.156, 0.410)
N (-4.030, 1.720, 2.688)
C (-4.090, 1.615, 1.205)
C (-3.000, 0.801, 0.700)
O (-3.166, -0.287, -0.016)
O (-1.835, 1.293, 1.105)
H (-4.098, 0.789, 3.130)
H (-4.828, 2.273, 3.041)
H (-3.163, 2.180, 3.005)
H (-5.043, 1.173, 0.946)
H (-4.027, 2.631, 0.813)

Atoms 1-2, force components in eV/Å:
O -1.035 -5.616 0.623
C 3.655 10.500 -1.485



No. 5
DFT (ωB97M-V/def2-TZVPD) results for C6H5IN3 as an isolated structure in a non-equilibrium geometry.

Computed properties:
Total charge: +1
Strongest force on any atom, eV Å⁻¹: 4.51
E_LUMO, eV: -4.0
HOMO, eV: -13.0737
Relative energy (zero: lowest compared OMol25 entry of this formula, charge and spin), kcal per mole: 0.0

Element x y z (Å)
C (1.017, -2.148, 0.015)
C (1.883, -0.030, -0.033)
C (-1.229, 1.921, 0.013)
C (-0.287, -1.678, 0.006)
C (0.572, 0.506, -0.017)
C (-1.941, 0.806, 0.011)
N (2.056, -1.320, -0.011)
N (0.149, 1.789, -0.005)
N (-0.434, -0.366, -0.009)
I (-3.745, -0.086, 0.002)
H (1.237, -3.204, 0.052)
H (2.755, 0.609, -0.072)
H (-1.636, 2.919, 0.036)
H (-1.165, -2.306, 0.009)
H (0.768, 2.589, 0.003)

Atoms 1-2, force components in eV/Å:
C -0.763 -0.268 0.043
C -0.437 0.626 -0.030



No. 6
DFT (ωB97M-V/def2-TZVPD) results for C6H5LuN2O6 as an isolated structure in a non-equilibrium geometry.

Computed properties:
Total charge: +2
Strongest force on any atom, eV Å⁻¹: 9.94
E_LUMO, eV: -10.0
HOMO, eV: -16.3636
Relative energy (zero: lowest compared OMol25 entry of this formula, charge and spin), kcal per mole: 54.2

Element x y z (Å)
O (0.724, 0.821, -4.395)
C (0.670, -0.192, -4.884)
Lu (-0.112, -1.197, -0.101)
O (-0.694, 1.886, -1.710)
C (-0.411, 0.859, -1.263)
C (-2.141, -0.182, 0.599)
O (-3.161, 0.303, 0.807)
C (-2.258, -2.257, -0.991)
O (-3.235, -2.905, -1.087)
C (-1.867, -0.992, -1.913)
O (-2.279, -0.699, -2.975)
H (-0.797, -2.754, 0.194)
N (1.545, 0.863, 3.331)
C (1.636, 0.594, 1.989)
N (2.612, 1.254, 1.298)
O (0.850, -0.228, 1.450)
H (2.187, 1.529, 3.781)
H (0.823, 0.392, 3.850)
H (2.669, 1.024, 0.296)
H (3.241, 1.879, 1.724)

Atoms 1-2, force components in eV/Å:
O 0.008 0.070 0.077
C -0.009 -0.096 -0.053



No. 7
DFT (ωB97M-V/def2-TZVPD) results for C6H5MgO6 as an isolated structure in a non-equilibrium geometry.

Computed properties:
Total charge: +1
Strongest force on any atom, eV Å⁻¹: 3.97
E_LUMO (spin up / spin down), eV: -4.5 / -4.5
HOMO (spin up / spin down), eV: -10.3897 / -10.3891
Relative energy (zero: lowest compared OMol25 entry of this formula, charge and spin), kcal per mole: 0.0

Element x y z (Å)
O (-1.066, -2.991, 2.093)
C (-0.724, -2.100, 1.466)
Mg (0.038, 0.266, 0.047)
C (0.508, 1.691, -1.757)
O (0.755, 2.391, -2.632)
C (-0.510, -0.914, -1.877)
O (-0.722, -1.035, -3.028)
C (-2.240, 0.651, -0.153)
O (-3.357, 0.909, -0.215)
C (1.745, -1.104, -0.680)
O (2.657, -1.711, -1.021)
H (-0.911, -1.636, -0.996)
C (1.481, 0.569, 2.869)
O (0.642, 1.106, 1.822)
H (2.168, -0.129, 2.395)
H (0.876, 0.018, 3.594)
H (2.052, 1.363, 3.360)
H (0.241, 1.930, 2.146)

Atoms 1-2, force components in eV/Å:
O 0.815 2.089 -1.705
C -0.720 -1.740 1.807



No. 8
DFT (ωB97M-V/def2-TZVPD) results for the molecule C6H5N.

Computed properties:
Structure (SMILES): C#C[C@@H]1N[C@@H]1C#C
Strongest force on any atom, eV Å⁻¹: 0.56
E_LUMO, eV: 1.1
HOMO, eV: -9.3546
Relative energy (zero: lowest compared OMol25 entry of this formula, charge and spin), kcal per mole: 84.9

Element x y z (Å)
C (1.538, -1.142, 1.385)
C (0.395, -1.067, 1.017)
C (-0.890, -0.885, 0.385)
N (-1.668, 0.344, 0.511)
C (-0.950, 0.105, -0.741)
C (0.213, 0.904, -1.061)
C (1.147, 1.600, -1.361)
H (2.556, -1.200, 1.691)
H (-1.509, -1.775, 0.330)
H (-1.196, 1.048, 1.077)
H (-1.572, -0.139, -1.601)
H (1.943, 2.245, -1.661)

Atoms 1-2, force components in eV/Å:
C -0.462 -0.021 -0.056
C 0.522 0.192 0.062



No. 9
DFT (ωB97M-V/def2-TZVPD) results for C6H5N2O5PbS as an isolated structure in a non-equilibrium geometry.

Computed properties:
Total charge: +1
Strongest force on any atom, eV Å⁻¹: 5.99
E_LUMO (spin up / spin down), eV: -5.2 / -5.2
HOMO (spin up / spin down), eV: -10.9176 / -10.9234
Relative energy (zero: lowest compared OMol25 entry of this formula, charge and spin), kcal per mole: 58.3

Element x y z (Å)
O (-0.055, 5.224, -0.640)
C (-0.065, 4.267, -0.014)
Pb (0.035, -0.342, -1.961)
C (-0.008, -2.418, -1.763)
O (0.038, -3.561, -1.518)
C (-0.158, -2.568, -5.372)
O (-0.154, -1.948, -6.325)
C (2.423, -0.233, -1.634)
O (3.338, 0.131, -1.078)
C (-2.363, -0.214, -1.700)
O (-3.295, 0.094, -1.120)
H (0.229, 1.326, -2.259)
N (0.051, 1.147, 3.513)
C (0.011, 0.055, 2.725)
N (0.032, -1.139, 3.358)
S (-0.064, 0.210, 1.034)
H (0.010, 1.076, 4.515)
H (-0.009, 2.062, 3.076)
H (-0.024, -1.981, 2.794)
H (0.028, -1.190, 4.367)

Atoms 1-2, force components in eV/Å:
O -0.022 -2.072 1.341
C 0.023 2.088 -1.335



No. 10
DFT (ωB97M-V/def2-TZVPD) results for an isolated ion of composition C6H5N2S and charge +1 in a non-equilibrium geometry.

Computed properties:
Total charge: +1
Strongest force on any atom, eV Å⁻¹: 3.50
E_LUMO, eV: -6.2
HOMO, eV: -13.7243
Relative energy (zero: lowest compared OMol25 entry of this formula, charge and spin), kcal per mole: 0.0

Element x y z (Å)
C (-2.218, 1.825, 0.564)
C (1.242, -0.906, 0.865)
C (1.620, -1.304, -0.406)
C (0.113, -0.011, 1.026)
C (0.985, -0.753, -1.537)
C (-0.439, 0.438, -0.164)
N (-1.676, 1.102, -0.294)
N (-0.048, 0.095, -1.335)
S (-2.454, 2.548, 1.852)
H (1.799, -1.222, 1.795)
H (2.403, -2.023, -0.455)
H (-0.487, 0.194, 1.874)
H (1.267, -0.903, -2.598)
H (-2.107, 0.920, -1.187)

Atoms 1-2, force components in eV/Å:
C 0.580 0.193 1.330
C -1.334 1.385 1.662



No. 11
DFT (ωB97M-V/def2-TZVPD) results for the molecule C6H5N3 in a non-equilibrium geometry.

Computed properties:
Structure (SMILES): N#C/C=C\N1C[C@H]1C#N
Strongest force on any atom, eV Å⁻¹: 12.62
E_LUMO, eV: -0.4
HOMO, eV: -9.8027
Relative energy (zero: lowest compared OMol25 entry of this formula, charge and spin), kcal per mole: 113.0

Element x y z (Å)
C (1.962, -1.282, 0.775)
C (0.608, -1.362, 1.332)
C (-0.514, -0.966, 0.658)
C (0.585, 0.948, -0.483)
C (-0.901, 1.021, -0.530)
C (-1.837, 1.451, -1.641)
H (0.702, -1.973, 2.222)
H (-1.494, -1.232, 0.987)
H (1.177, 1.170, -1.421)
H (1.094, 1.263, 0.513)
H (-1.425, 1.421, 0.348)
N (3.077, -1.799, 0.262)
N (-0.376, -0.267, -0.573)
N (-2.658, 1.606, -2.449)

Atoms 1-2, force components in eV/Å:
C 9.228 -5.485 -4.886
C 0.176 0.175 -0.968



No. 12
DFT (ωB97M-V/def2-TZVPD) results for the molecule C6H5NO in a non-equilibrium geometry.

Computed properties:
Structure (SMILES): C#CC(=O)C(=C)N=C
Strongest force on any atom, eV Å⁻¹: 5.13
E_LUMO, eV: -0.2
HOMO, eV: -9.1495
Relative energy (zero: lowest compared OMol25 entry of this formula, charge and spin), kcal per mole: 90.8

Element x y z (Å)
C (-0.740, -0.080, 0.961)
C (-0.816, -0.394, -0.469)
C (0.593, 1.511, -1.205)
C (-1.126, -1.558, -1.017)
N (-0.349, 0.747, -1.438)
C (0.652, 0.302, 1.336)
C (1.623, -0.051, 1.975)
O (-1.680, 0.134, 1.691)
H (1.105, 1.337, -0.083)
H (0.779, 2.422, -1.755)
H (-1.032, -1.710, -2.081)
H (-1.513, -2.367, -0.418)
H (2.506, -0.292, 2.504)

Atoms 1-2, force components in eV/Å:
C -0.230 2.391 -0.087
C 1.465 1.152 -2.628



No. 13
DFT (ωB97M-V/def2-TZVPD) results for the molecule C6H5NO2 in a non-equilibrium geometry.

Computed properties:
Structure (SMILES): N#C[C@]1(O)C=CC=CO1
Strongest force on any atom, eV Å⁻¹: 3.05
E_LUMO, eV: 0.3
HOMO, eV: -9.3667
Relative energy (zero: lowest compared OMol25 entry of this formula, charge and spin), kcal per mole: 67.8

Element x y z (Å)
C (-0.059, 2.160, -1.111)
C (-0.497, -0.516, 1.329)
C (0.635, -1.389, 0.956)
C (-0.724, 0.541, 0.526)
C (1.466, -1.019, -0.009)
C (-0.047, 0.708, -0.764)
N (-0.046, 3.270, -1.383)
O (1.268, 0.128, -0.845)
O (-0.929, -0.009, -1.643)
H (-1.061, -0.722, 2.226)
H (0.673, -2.483, 1.304)
H (-1.424, 1.339, 0.816)
H (2.365, -1.573, -0.312)
H (-1.622, -0.437, -1.091)

Atoms 1-2, force components in eV/Å:
C 0.929 -1.090 -0.498
C 0.997 0.089 -1.203



No. 14
DFT (ωB97M-V/def2-TZVPD) results for the molecule C6H5NO4 in a non-equilibrium geometry.

Computed properties:
Structure (SMILES): O=C[C@@H]1C=C([N+](=O)[O-])C=CO1
Strongest force on any atom, eV Å⁻¹: 4.77
E_LUMO, eV: -0.7
HOMO, eV: -9.0481
Relative energy (zero: lowest compared OMol25 entry of this formula, charge and spin), kcal per mole: 149.5

Element x y z (Å)
C (0.629, 0.648, 1.718)
C (0.132, -0.658, 1.017)
C (0.945, -0.082, -1.552)
C (1.658, -0.875, 0.642)
C (-0.330, 0.101, -1.317)
C (1.988, -0.431, -0.605)
N (3.436, -0.110, -0.572)
O (4.212, -0.979, -0.239)
O (3.763, 1.075, -0.593)
O (-0.755, -0.037, 0.101)
O (0.535, 1.607, 0.976)
H (0.903, 0.555, 2.728)
H (-0.360, -1.506, 1.681)
H (1.235, 0.031, -2.605)
H (2.299, -1.332, 1.419)
H (-1.184, 0.256, -1.977)

Atoms 1-2, force components in eV/Å:
C -2.397 0.608 -2.365
C 1.337 0.275 1.241



No. 15
DFT (ωB97M-V/def2-TZVPD) results for the molecule C6H5NS in a non-equilibrium geometry.

Computed properties:
Structure (SMILES): C=C1NC(=S)C2=C1C2
Strongest force on any atom, eV Å⁻¹: 4.05
E_LUMO, eV: -0.2
HOMO, eV: -8.6481
Relative energy (zero: lowest compared OMol25 entry of this formula, charge and spin), kcal per mole: 96.9

Element x y z (Å)
C (-0.529, -0.712, 0.012)
C (0.650, -1.224, -0.259)
C (-0.523, 0.766, 0.053)
C (1.770, 0.102, -0.069)
C (-0.416, -2.220, 0.181)
C (-1.532, 1.663, -0.038)
N (0.937, 1.119, -0.021)
S (3.328, 0.097, 0.147)
H (-0.165, -2.874, 1.078)
H (-0.804, -2.904, -0.664)
H (-1.312, 2.673, -0.131)
H (-2.619, 1.393, -0.171)
H (1.217, 2.121, -0.118)

Atoms 1-2, force components in eV/Å:
C 0.910 0.317 -0.327
C 1.137 2.660 0.607



No. 16
DFT (ωB97M-V/def2-TZVPD) results for a 2-piece molecular cluster, C6H5O5PS overall in a non-equilibrium geometry.

Computed properties:
Total charge: -2
Strongest force on any atom, eV Å⁻¹: 3.69
E_LUMO (spin up / spin down), eV: 5.5 / 5.5
HOMO (spin up / spin down), eV: -0.7734 / -0.7726
Relative energy (zero: lowest compared OMol25 entry of this formula, charge and spin), kcal per mole: 38.2

Element x y z (Å)
C (3.344, 0.133, 0.124)
C (2.530, 1.011, 0.813)
C (2.651, -0.834, -0.650)
C (1.183, 0.948, 0.744)
C (1.220, -0.829, -0.733)
C (0.503, 0.033, 0.028)
O (-3.882, -2.305, -0.173)
O (-4.918, -0.063, 0.473)
O (-4.078, -0.360, -1.885)
O (-2.350, 0.156, 1.633)
O (-2.211, 1.750, -0.244)
P (-4.172, -0.874, -0.492)
S (-2.119, 0.367, 0.193)
H (4.383, 0.271, 0.297)
H (3.183, 1.741, 1.344)
H (3.320, -1.516, -1.271)
H (0.686, 1.766, 1.227)
H (0.728, -1.396, -1.426)

Atoms 1-2, force components in eV/Å:
C -2.368 -1.321 -0.472
C 3.181 0.651 0.343